# 1
Molecular formula: C5H5N3
Method: DFT, wB97M-V/def2-TZVPD

Cartesian coordinates (Å):
C1 -2.05543 0.94986 -1.79734
C2 -0.89093 1.26833 -1.28238
C3 -0.21402 0.45121 -0.39837
C4 1.08629 -0.50133 1.03754
C5 -0.76495 -0.85212 0.03871
H1 -3.22523 1.62294 -1.92479
H2 -2.47482 -0.08394 -1.66255
H3 -0.39498 2.32977 -1.17966
H4 2.39587 -1.44436 1.69515
H5 -1.83756 -1.36349 -0.13203
N1 0.88903 0.82991 0.34152
N2 2.37532 -0.69085 1.19031
N3 -0.03993 -1.41859 0.98459

As for the spin multiplicity: 1. The orbital gap is 8.4 eV.

Here are the Mulliken charges for atoms 1 to 2, given in e:
1 C -0.5962
2 C -0.1197

=====

# 2
Molecular formula: C5H5N3
Method: DFT, wB97M-V/def2-TZVPD

Cartesian coordinates (Å):
H1 -1.25687 2.70011 -0.11170
N1 -0.53481 1.97190 -0.37736
C1 -0.87192 0.83373 -0.01083
N2 -2.16989 0.34268 0.34130
C2 -2.13425 -0.91770 0.05773
N3 -0.86831 -1.51609 -0.22119
C3 -0.04928 -0.51977 -0.17618
C4 1.38614 -0.68946 -0.16294
C5 2.37452 0.12077 0.28035
H2 -3.00269 -1.53594 0.10009
H3 1.59776 -1.70613 -0.49476
H4 2.13197 1.12141 0.59486
H5 3.39763 -0.20552 0.18060

As for the spin multiplicity: 1. The SMILES is [H]/N=C1\N=CN=C1C=C. The orbital gap is 8.7 eV.

Here are the Mulliken charges for atoms 1 to 2, given in e:
1 H 0.3087
2 N -0.5506

=====

# 3
Molecular formula: C5H5N7
Method: DFT, wB97M-V/def2-TZVPD

Cartesian coordinates (Å):
H1 -0.09569 -3.20559 0.51332
N1 -0.91170 -3.13097 -0.20685
N2 -1.31550 -2.00521 -0.25697
C1 -1.70547 -0.81582 -0.15021
N3 -2.70841 -0.34742 0.61960
N4 -2.70771 0.92597 0.51474
N5 -1.87065 1.48530 -0.20270
C2 -1.09748 0.42198 -0.85320
N6 0.28162 0.48043 -0.34790
C3 0.82716 1.44029 0.51267
C4 2.13851 1.13552 0.69822
C5 2.35994 -0.06421 -0.02885
N7 1.20330 -0.41980 -0.65839
H2 -0.98313 0.45660 -2.02259
H3 0.44487 2.41356 0.77332
H4 2.77870 1.73920 1.36876
H5 3.36163 -0.50982 -0.27298

As for the spin multiplicity: 1. The SMILES is [H]/N=N\C1=NN=N[C@H]1n1cccn1. The orbital gap is 8.0 eV.

Here are the Mulliken charges for atoms 1 to 2, given in e:
1 H 0.2820
2 N -0.8599

=====

Going through the records in order, we get energy values of -357.60947 -357.72772 -576.61322 Eh.